# C25H62ClO12S

6 unconnected molecules or ions with the total composition C25H62ClO12S (the ωB97M-V functional and the def2-TZVPD basis, the Open Molecules 2025 dataset).

```
101
Properties=species:S:1:pos:R:3:lowdin_charge:R:1
Cl -3.04468 1.59291 -2.14572 0.398
S -1.60721 2.96977 -1.70160 0.748
O 0.52352 1.47114 1.19424 -0.221
O 1.78437 5.81376 -1.24723 -0.180
O 6.60163 7.75314 -1.88699 -0.187
O -6.91191 -0.96769 -6.15451 -0.189
O -0.68024 -4.13837 1.75655 -0.197
O -1.49479 5.63277 -2.17394 -0.151
O -3.98495 -0.61727 -5.98452 -0.183
O 1.35240 -0.29023 3.40191 -0.181
O 5.38991 6.68374 0.58655 -0.192
O 0.95437 -9.29038 6.54325 -0.189
O -2.98001 -5.12138 0.19729 -0.187
O -0.10076 -7.54933 4.40459 -0.210
C 1.69542 -8.83226 5.42072 -0.203
C -4.65253 -1.84479 -6.27413 -0.189
C 0.63871 6.59897 -1.55911 -0.147
C -3.44904 -5.81463 1.34488 -0.101
C -2.41815 4.63964 -1.92410 -0.407
C 1.81673 4.66538 -2.10693 -0.236
C 1.92692 3.41905 -1.15430 -0.063
C 1.20879 -7.47162 4.95733 -0.204
C -5.96154 -1.60304 -7.00137 -0.197
C -1.09424 -7.07121 5.29772 -0.107
C -0.68023 5.92111 -1.02154 -0.141
C -7.05107 0.41612 -6.43244 -0.111
C 1.85448 -1.22000 2.45257 -0.097
C 0.78449 1.89524 2.53274 -0.187
C 0.01414 -5.34505 1.46672 -0.089
C -2.69449 -3.75744 0.46196 -0.209
C 1.84004 1.02564 3.18848 -0.198
C -4.12303 -0.23535 -4.63347 -0.169
C -1.20043 -3.52116 0.58846 -0.208
C 4.66843 7.11172 -0.56351 -0.200
C 5.94500 7.76605 1.31764 -0.108
C -0.68234 0.73686 1.08481 -0.129
C 5.47261 6.89300 -1.83201 -0.207
C 7.81331 7.08544 -1.57001 -0.106
C -0.00485 -10.27730 6.19812 -0.108
H 2.29570 2.52896 -1.69301 0.088
H 2.75842 1.01240 2.59418 0.128
H -6.38546 -2.56866 -7.29060 0.129
H -0.58153 -6.01167 0.83980 0.090
H -3.52819 -0.89839 -3.99285 0.083
H 1.15700 2.92281 2.47666 0.124
H -4.81896 -2.42308 -5.36076 0.128
H 5.15144 8.32360 1.82555 0.088
H -0.13450 1.90057 3.12599 0.129
H -1.02374 -5.98250 5.39152 0.089
H 5.77581 5.84490 -1.92268 0.124
H 1.65510 -9.55784 4.60296 0.126
H 2.91481 -1.41234 2.64303 0.093
H 1.24407 -6.74768 5.77665 0.127
H 8.59284 7.83810 -1.46033 0.091
H -0.73487 -0.07183 1.81658 0.089
H 3.75940 6.50501 -0.61465 0.097
H 4.84301 7.13858 -2.69414 0.123
H 1.72323 -0.86087 1.42821 0.082
H 0.91558 4.59290 -2.74720 0.094
H -3.04648 4.54899 -2.83386 0.119
H -3.74425 0.78103 -4.53494 0.028
H 2.07979 1.44398 4.17018 0.130
H 0.94800 3.18216 -0.68313 0.016
H -3.21789 -3.41462 1.35978 0.126
H -0.62861 -9.95713 5.36020 0.083
H -1.54109 1.40821 1.21238 0.080
H -5.16886 -0.25164 -4.31370 0.091
H 0.22382 -5.84917 2.40967 0.075
H 0.96359 -5.12033 0.96859 0.090
H 6.61730 7.35402 2.06955 0.090
H -1.02075 -2.44421 0.68888 0.104
H -0.34554 5.02248 -0.46491 0.111
H 4.37070 8.16099 -0.47008 0.129
H 0.59856 6.67990 -2.66349 0.135
H -2.06946 -7.32284 4.88098 0.087
H 0.49663 -11.21700 5.94587 0.089
H 1.87049 -7.11399 4.16164 0.120
H 7.73202 6.52601 -0.63525 0.084
H -0.72164 0.30229 0.08320 0.075
H -0.64269 -10.44369 7.06538 0.090
H 6.51371 8.43881 0.67177 0.086
H -3.11897 4.86685 -1.09570 0.139
H 1.30385 -2.15386 2.56807 0.084
H 8.09250 6.40691 -2.38257 0.089
H -7.56934 0.55816 -7.38546 0.092
H -1.00576 -7.53353 6.28331 0.086
H -2.78909 -5.66642 2.20288 0.081
H -3.07175 -3.18166 -0.39068 0.118
H -4.46248 -5.48538 1.59535 0.090
H -3.47669 -6.87702 1.10652 0.093
H -0.67391 -3.86845 -0.30578 0.128
H 2.71542 4.65901 -2.74963 0.128
H 0.69515 7.61700 -1.14552 0.136
H 2.63858 3.67234 -0.34749 0.095
H 2.73784 -8.74251 5.74104 0.126
H -7.65222 0.85951 -5.63896 0.088
H -6.08175 0.92070 -6.46299 0.080
H -0.64078 2.88075 -2.68272 0.032
H -3.98938 -2.42272 -6.92348 0.128
H -1.16820 6.60020 -0.29667 0.142
H -5.79830 -1.02004 -7.91226 0.128
```

Summary:
Frontier orbital gap (eV): 4.67
Charge: +1
Max |F| (eV/A): 2.893
LUMO energy (eV): -5.752

# C46H95NO20S10

11 unconnected molecules or ions with the total composition C46H95NO20S10 (the ωB97M-V functional and the def2-TZVPD basis, the Open Molecules 2025 dataset).

```
172
Properties=species:S:1:pos:R:3:lowdin_charge:R:1
S 0.11497 1.30151 0.20766 0.746
S 2.31938 6.67951 1.36823 0.722
S -5.37874 1.95107 3.14540 0.729
S -2.98313 3.84954 -2.64008 0.739
S 2.16082 4.06398 -4.17309 0.678
S 1.89274 -2.07861 5.26691 0.723
S -1.79588 -3.99761 3.38973 0.734
S -1.73958 -5.82413 -0.77562 0.748
S -5.61139 -0.16600 -3.18467 0.722
S 5.68717 0.74053 2.64798 0.749
O -2.66828 -3.37660 2.39592 -0.355
O 3.29251 3.52896 -3.39182 -0.358
O -0.33699 -3.97279 3.20899 -0.363
O 1.77110 3.45425 -5.37452 -0.321
O -0.80711 2.05254 1.05818 -0.349
O -2.66985 -6.48219 0.16223 -0.355
O 2.69492 6.49923 -0.02578 -0.332
O -5.66882 3.31830 2.62053 -0.367
O 0.54346 -1.59839 4.98775 -0.357
O -2.60352 2.43604 -2.85207 -0.360
O 2.53164 -1.71636 6.53681 -0.347
O 1.76578 7.94487 1.88434 -0.351
O 5.93727 -0.35018 3.56866 -0.330
O -2.29823 4.79148 -3.52759 -0.352
O 4.28435 1.16644 2.33765 -0.366
O -6.62849 -0.19140 -4.24303 -0.348
O -5.12656 1.78398 4.56587 -0.346
O -5.52047 0.91681 -2.22042 -0.336
O -2.11115 -4.65858 -1.61333 -0.348
O 1.29475 1.90774 -0.45578 -0.354
N 1.87419 -0.81229 -3.43775 -0.206
C -4.15787 4.01124 -0.23229 -0.223
C 0.07206 -0.42505 -5.09616 -0.060
C -3.91339 1.19941 2.15969 -0.166
C 3.11624 -0.26586 -2.84541 -0.196
C 2.29940 4.15571 2.15289 -0.238
C -6.01040 -1.71749 -2.26530 -0.183
C 7.67884 1.20949 0.92936 -0.215
C -0.80649 0.14765 -0.93495 -0.185
C -0.03861 -5.63856 0.03612 -0.180
C 3.80092 -2.80727 3.39270 -0.201
C -0.86133 -1.23997 -0.29097 -0.195
C -2.40091 -3.40631 5.07115 -0.186
C 3.73641 6.18650 2.36587 -0.231
C 0.47062 -1.52343 0.48773 -0.174
C 2.10821 -3.89155 4.91207 -0.200
C 6.78948 2.20418 3.07855 -0.184
C -4.78539 4.06938 -2.72114 -0.209
C -2.85169 4.38201 -0.81812 -0.190
C -3.65544 -2.08103 -3.13866 -0.218
C 3.74283 -1.30394 -1.85035 -0.063
C 6.41072 0.37113 0.99609 -0.221
C 3.60557 4.70713 2.72518 -0.202
C 1.80376 -2.30504 -3.72343 -0.232
C -6.60201 0.81348 2.41709 -0.181
C -2.28476 -5.79236 3.61948 -0.206
C 1.27730 5.25182 1.96059 -0.183
C 0.81452 -0.16136 1.16709 -0.180
C 0.72102 4.21958 -3.06166 -0.198
C 2.74706 -2.87067 -4.81845 -0.063
C -5.25869 4.41872 -1.29170 -0.168
C 2.32799 5.94886 -4.39422 -0.206
C 1.51112 0.02713 -4.55541 -0.247
C -3.94658 -0.69326 -3.67607 -0.212
C 7.56883 2.49226 1.78501 -0.207
C 2.97041 -1.53333 3.85591 -0.182
C 2.87871 -3.97774 3.57050 -0.232
C -2.45984 -5.90937 5.12670 -0.226
C -6.04121 0.62856 0.92346 -0.198
C 1.12374 6.58742 -3.78065 -0.231
C -4.58521 -2.30020 -1.94713 -0.207
C -3.11019 -4.58664 5.68726 -0.203
C 0.98338 -5.73824 -1.12378 -0.180
C 0.70372 5.70498 -2.57902 -0.194
C 0.36008 -6.60234 -2.27816 -0.202
C -4.53532 0.40924 1.00652 -0.249
C -1.08149 -7.02796 -1.98667 -0.235
H 1.24621 -4.50556 5.17291 0.086
H 0.40035 -6.09748 -3.24335 0.109
H 1.17004 -1.87737 -0.26966 0.081
H 4.23975 -2.64031 2.40902 0.110
H -5.39373 5.48960 -1.13977 0.112
H 0.79297 3.36659 -2.38687 0.074
H -0.24023 6.08847 -2.19172 0.102
H 0.34341 -2.36438 1.16945 0.083
H -3.00758 -2.50393 4.99523 0.109
H 3.61518 4.64695 3.81347 0.114
H -3.56123 0.42714 2.84357 0.089
H 6.53009 -0.70251 0.85066 0.103
H 2.20735 -1.40439 3.08830 0.059
H 1.48564 5.93926 -1.85666 0.075
H 2.13745 -0.03285 -5.44547 0.110
H 3.17407 6.17711 -3.74602 0.090
H 3.78401 -2.70353 -4.52710 0.063
H -3.96075 -2.87863 -3.81596 0.118
H -2.98973 -4.58176 6.77057 0.115
H 3.21419 -1.43181 -0.90575 0.053
H -1.91234 4.12497 -0.32857 0.090
H 0.17330 -1.26961 -5.77777 0.064
H 1.07049 -4.73872 -1.54981 0.084
H 4.66867 6.57175 1.95286 0.105
H -3.74554 -0.53129 -4.73505 0.115
H -6.21244 1.47830 0.26260 0.091
H -4.04408 0.66260 0.06706 0.089
H -4.21196 -1.76259 -1.07548 0.091
H 1.84469 0.08717 1.42220 0.076
H 2.66471 6.33974 -5.35438 0.100
H -2.57822 -2.20226 -3.02457 0.100
H -1.60143 -6.53633 3.21000 0.099
H -4.25706 4.35217 0.79826 0.110
H -1.15777 -8.01484 -1.53021 0.098
H -6.21897 3.92890 -1.13036 0.111
H -1.62178 -1.29853 0.48775 0.096
H 6.90051 3.20023 1.29487 0.108
H 7.96758 1.37732 -0.10822 0.120
H 8.42194 0.56820 1.40332 0.113
H -4.60079 -3.35514 -1.67335 0.105
H -6.51589 -0.22207 0.43438 0.093
H 0.29645 6.50017 -4.48498 0.114
H 2.01506 -6.00962 -0.90001 0.113
H 3.67692 6.74206 3.30176 0.097
H 1.34462 7.62041 -3.51186 0.122
H 2.38119 3.79457 1.12772 0.097
H -1.72374 -7.12179 -2.86235 0.105
H -2.80510 5.45361 -1.01209 0.098
H 2.54993 -2.35471 -5.75814 0.066
H -3.27105 -5.93700 3.17858 0.102
H 0.21208 -0.22248 2.07341 0.095
H -0.33488 0.45244 -5.59866 0.069
H -0.02055 -4.70381 0.59649 0.068
H 3.50885 -4.86713 3.56917 0.112
H -4.99024 4.94062 -3.34330 0.099
H 0.75536 -2.49437 -3.95390 0.089
H -4.40928 -0.66881 1.10672 0.104
H -6.37986 -0.13066 2.91446 0.095
H 1.42658 1.00217 -4.07556 0.098
H 4.47564 4.10913 2.45412 0.083
H -0.48276 -0.56908 -4.16905 0.050
H -4.17405 -4.61307 5.45148 0.115
H 0.55064 5.12278 1.15846 0.099
H -3.00062 -6.83314 5.33235 0.112
H -6.50013 -2.38744 -2.97200 0.094
H 2.63608 -3.95089 -4.91276 0.065
H 2.81889 0.65678 -2.34700 0.096
H -0.01408 -6.40160 0.81410 0.095
H -1.44590 -3.13807 5.52290 0.079
H -1.22993 -2.02487 -0.95140 0.096
H -3.34335 0.00213 -3.09242 0.069
H 2.19724 -4.11929 2.73166 0.093
H -5.16650 3.22076 -3.28921 0.086
H 0.95974 5.56498 2.95516 0.108
H -4.27450 2.93394 -0.11427 0.085
H 4.68532 -2.93653 4.01659 0.109
H 2.02579 3.20628 2.61316 0.117
H 4.73931 -0.93699 -1.60441 0.054
H -6.74598 -1.51590 -1.48658 0.089
H 3.71823 -0.04235 -3.72617 0.111
H 3.86013 -2.28921 -2.30156 0.051
H -0.05080 4.09029 -3.82039 0.071
H -0.13256 0.04429 -1.78537 0.080
H 6.20419 3.05317 3.43177 0.086
H 2.78598 -4.17889 5.71592 0.091
H 0.90664 -7.54324 -2.34222 0.106
H 8.53225 2.98818 1.90314 0.118
H -7.60293 1.15983 2.67455 0.102
H 5.71460 0.61699 0.19416 0.092
H -1.52434 -6.06055 5.66529 0.107
H 3.42883 -0.54938 3.95494 0.071
H 7.47358 1.81930 3.83484 0.098
H 1.91337 -2.78566 -2.75128 0.072
H -1.72091 0.68483 -1.18668 0.071
H -3.12349 1.92764 1.97573 0.078
```

Summary:
Frontier orbital gap (eV): 8.10
Structure (SMILES): O=S1(=O)CCCC1.O=S1(=O)CCCC1.O=S1(=O)CCCC1.O=S1(=O)CCCC1.O=S1(=O)CCCC1.O=S1(=O)CCCC1.O=S1(=O)CCCC1.O=S1(=O)CCCC1.O=S1(=O)CCCC1.O=S1(=O)CCCC1.CCN(CC)CC
Charge: 0
Max |F| (eV/A): 4.812
LUMO energy (eV): -0.019

# H16O8

8 unconnected molecules or ions with the total composition H16O8 (the ωB97M-V functional and the def2-TZVPD basis, the Open Molecules 2025 dataset).

```
24
Properties=species:S:1:pos:R:3:lowdin_charge:R:1
O -2.25379 2.90824 -0.34047 -0.050
O 1.21999 -1.85678 -1.69710 -0.057
O -1.03048 -0.12608 2.23279 -0.017
O 0.11951 -3.74000 1.37333 -0.050
O 2.33225 1.37829 -0.88768 -0.034
O 1.20424 3.73933 0.08546 -0.046
O 0.03517 -0.14281 -0.11965 -0.057
O -1.45264 -2.63639 -0.99656 -0.041
H 0.35165 -3.74447 0.44471 0.019
H -2.37302 -2.71779 -0.74656 0.039
H -0.31448 -0.33621 0.75016 -0.017
H 2.62317 0.70299 -1.50052 0.054
H -1.82811 -0.65269 2.18083 0.068
H 3.02853 2.03487 -0.90582 0.062
H 0.54016 3.44160 0.70722 0.025
H -1.10758 0.34505 3.06245 0.073
H 1.07879 -1.28370 -0.94352 -0.032
H 0.14829 -2.81651 1.62345 0.007
H 1.95064 -1.45711 -2.16896 0.020
H -1.12468 -1.90701 -0.47056 -0.018
H 1.59545 2.93354 -0.25201 -0.034
H -2.07949 2.07576 -0.77960 0.023
H 0.46891 0.70475 -0.02094 0.032
H -3.13249 3.15319 -0.63051 0.030
```

Summary:
Frontier orbital gap (eV): 10.66
Structure (SMILES): O.O.O.O.O.O.O.O
Charge: 0
Max |F| (eV/A): 1.014
LUMO energy (eV): -0.063